1.
Formula: C46H39Cl2N7O3RuTe
Source: the OMol25 dataset
Level of theory: ωB97M-V/def2-TZVPD

```
99
Properties=species:S:1:pos:R:3:forces:R:3
Ru -0.511 0.741 1.769 -0.167 0.365 0.872
Cl 6.073 -0.917 1.697 0.021 -0.011 0.017
C 4.360 -1.018 1.882 -0.006 -0.114 0.006
C 3.617 0.145 1.765 -0.121 0.087 0.019
C 2.231 0.105 1.850 0.061 -0.169 0.088
N 1.376 1.212 1.647 -0.095 0.033 -0.121
C 1.732 2.446 1.206 -0.071 -0.048 0.151
O 2.849 2.867 0.968 0.075 0.057 0.055
C 0.519 3.335 0.979 0.101 -0.056 0.013
C 0.701 4.642 0.572 0.019 0.053 -0.037
C -0.415 5.433 0.339 0.060 0.010 -0.003
C -1.672 4.882 0.512 -0.026 -0.044 0.019
C -1.773 3.562 0.922 -0.054 0.016 -0.017
N -0.703 2.804 1.162 -0.040 -0.168 -0.072
C 1.588 -1.134 2.139 0.349 0.127 -0.076
C 2.352 -2.292 2.263 -0.130 0.067 0.005
C 3.729 -2.235 2.118 0.088 0.057 -0.010
Cl 4.632 -3.699 2.245 0.019 -0.012 -0.003
N 0.197 -1.072 2.252 -0.218 0.091 -0.199
C -0.655 -2.091 2.429 -0.097 0.047 0.054
O -0.414 -3.284 2.558 0.029 -0.058 0.005
C -2.096 -1.598 2.451 0.006 -0.015 0.000
C -3.112 -2.492 2.726 -0.064 -0.071 0.039
C -4.422 -2.039 2.732 0.026 -0.059 0.012
C -4.673 -0.706 2.454 -0.015 0.028 -0.002
C -3.605 0.128 2.178 0.019 0.045 -0.006
N -2.343 -0.301 2.181 -0.010 -0.019 0.038
H 4.116 1.084 1.585 0.010 0.004 -0.003
H 1.712 5.000 0.441 -0.008 0.003 0.007
H -0.303 6.460 0.019 0.005 -0.011 0.001
H -2.570 5.456 0.329 0.001 -0.012 0.001
H -2.734 3.081 1.040 0.000 0.006 0.006
H 1.867 -3.233 2.471 -0.011 -0.002 -0.005
H -2.845 -3.521 2.925 -0.004 0.005 0.001
H -5.237 -2.718 2.949 0.007 -0.003 0.001
H -5.679 -0.311 2.442 0.017 0.000 -0.003
H -3.755 1.166 1.924 0.006 0.016 0.006
N -0.591 2.314 7.897 -0.013 -0.020 -0.061
C -0.559 1.983 6.588 0.007 0.017 0.072
C -0.840 2.920 5.583 0.001 0.019 -0.016
C -0.799 2.535 4.268 -0.007 0.038 0.000
N -0.501 1.290 3.858 -0.049 -0.087 -0.136
C -0.226 0.394 4.824 0.032 0.007 -0.001
C -0.245 0.684 6.164 0.015 -0.010 -0.007
H -0.778 3.256 8.188 0.004 0.006 0.000
H -0.350 1.645 8.605 0.006 -0.003 0.004
H -1.084 3.945 5.831 -0.001 -0.012 -0.005
H -1.008 3.259 3.496 -0.016 -0.005 -0.005
H 0.033 -0.600 4.493 -0.012 -0.002 0.002
H -0.007 -0.092 6.880 -0.002 0.008 -0.014
C 5.373 -2.248 -4.285 -0.014 0.006 0.011
C 4.155 -1.996 -3.441 0.033 0.016 -0.027
C 3.927 -0.756 -2.868 0.050 -0.010 0.077
C 2.830 -0.512 -2.046 0.031 -0.007 -0.017
C 2.733 0.818 -1.367 -0.035 -0.002 -0.075
C 1.922 -1.548 -1.848 -0.379 0.052 -0.073
Te 0.071 -1.491 -0.770 0.209 -0.728 -0.061
N -0.714 0.218 -0.177 0.302 0.513 -1.093
C -1.655 0.868 -1.008 -0.202 0.053 0.828
O -2.749 1.107 -0.525 -0.097 0.096 -0.056
C -1.376 1.351 -2.389 0.106 -0.137 -0.079
C -2.415 1.307 -3.316 0.006 -0.056 -0.023
C -2.217 1.788 -4.598 0.009 -0.012 0.000
C -0.992 2.344 -4.953 -0.006 0.006 -0.007
C 0.026 2.435 -4.017 -0.009 0.011 0.015
C -0.168 1.938 -2.735 -0.004 -0.008 0.012
C -1.160 -1.771 -2.451 0.020 0.044 -0.028
C -0.649 -1.567 -3.727 -0.047 0.024 -0.054
C -1.471 -1.739 -4.827 0.018 0.012 0.015
C -2.796 -2.108 -4.638 -0.019 -0.013 0.023
C -3.292 -2.309 -3.359 -0.011 -0.044 -0.031
C -2.486 -2.152 -2.233 0.012 -0.018 0.038
C -3.064 -2.379 -0.859 0.004 0.058 -0.068
C 2.128 -2.833 -2.384 0.148 0.040 -0.063
C 1.201 -4.013 -2.196 0.037 0.056 -0.008
C 3.253 -3.018 -3.176 -0.036 -0.104 0.031
H 5.739 -1.328 -4.737 -0.003 -0.002 0.004
H 5.163 -2.965 -5.078 0.000 0.002 0.003
H 6.177 -2.660 -3.671 -0.001 -0.001 -0.007
H 4.635 0.049 -3.035 -0.007 -0.006 0.002
H 2.891 1.638 -2.069 -0.024 -0.003 -0.008
H 3.492 0.901 -0.593 0.055 0.009 -0.088
H 1.770 0.946 -0.882 -0.044 0.016 0.055
H -3.364 0.879 -3.022 0.002 0.000 -0.011
H -3.017 1.733 -5.325 0.003 0.004 0.008
H -0.841 2.724 -5.955 -0.003 -0.007 0.004
H 0.966 2.905 -4.278 -0.009 -0.010 0.003
H 0.598 2.056 -1.988 0.098 -0.042 0.020
H 0.384 -1.271 -3.864 -0.017 0.010 -0.003
H -1.081 -1.578 -5.823 -0.001 -0.004 0.006
H -3.446 -2.247 -5.492 0.002 0.005 0.006
H -4.324 -2.611 -3.224 0.006 0.009 -0.007
H -3.902 -3.074 -0.911 -0.017 0.022 -0.003
H -3.426 -1.440 -0.431 0.035 0.001 0.009
H -2.335 -2.805 -0.167 -0.008 -0.036 -0.017
H 0.759 -4.071 -1.198 0.025 -0.010 0.038
H 1.757 -4.937 -2.338 0.008 0.003 -0.017
H 0.387 -3.994 -2.923 0.003 -0.023 0.027
H 3.425 -4.003 -3.599 0.019 0.015 0.001
```
Forces are in eV/Å.

Output
Net charge: +1
E_HOMO (spin up / spin down): -0.35607 / -0.35883 hartree
Expectation value of S²: 0.7555
2S+1: 2
Kohn-Sham gap (spin up / spin down): 7.3 / 6.4 eV

These are the Löwdin partial charges, in e, on atoms 1 to 2:
1 Ru 1.317
2 Cl 0.695



2.
Formula: C46H39N4O4P2S2V
Source: the OMol25 dataset
Level of theory: ωB97M-V/def2-TZVPD

```
98
Properties=species:S:1:pos:R:3:forces:R:3
V 0.681 0.441 0.405 -0.351 0.567 0.254
C -1.505 -2.429 0.496 0.104 0.142 0.037
P -1.677 -1.286 -0.942 -0.371 -0.068 -0.058
C -1.125 -2.287 -2.365 0.082 0.082 -0.078
C -1.110 -3.678 -2.371 -0.034 -0.069 -0.037
C -0.579 -4.377 -3.448 -0.013 0.034 0.021
C -0.060 -3.689 -4.536 -0.008 0.065 0.035
C -0.074 -2.299 -4.545 -0.035 -0.037 0.073
C -0.597 -1.604 -3.462 0.004 -0.082 -0.028
C -3.518 -1.329 -1.133 0.009 0.031 0.053
C -4.274 -0.808 -0.073 0.003 -0.067 -0.001
C -5.658 -0.746 -0.145 0.046 -0.012 -0.054
C -6.320 -1.189 -1.285 0.049 -0.005 0.004
C -5.584 -1.704 -2.343 0.064 0.019 0.030
C -4.195 -1.773 -2.268 -0.007 0.048 0.012
C -1.397 -1.632 1.760 0.140 0.046 0.086
C -1.962 -1.929 2.982 -0.057 0.097 0.012
C -1.519 -0.931 3.890 -0.016 0.005 -0.033
C -0.707 -0.088 3.169 0.067 0.023 -0.191
C 0.090 1.112 3.603 -0.116 -0.105 -0.154
P 0.174 2.075 2.047 -0.635 0.649 1.090
C 1.262 3.508 2.348 0.034 -0.033 -0.150
C 1.111 4.671 1.588 -0.021 -0.029 0.054
C 2.019 5.713 1.705 0.030 -0.061 0.046
C 3.098 5.601 2.576 -0.052 -0.001 -0.034
C 3.264 4.444 3.322 -0.014 -0.011 -0.018
C 2.355 3.400 3.202 0.043 -0.010 0.053
C -1.509 2.822 2.118 0.052 -0.029 -0.046
C -2.541 2.198 1.425 -0.001 -0.014 0.023
C -3.848 2.661 1.520 0.037 -0.003 0.009
C -4.137 3.752 2.325 0.038 0.023 0.027
C -3.119 4.372 3.040 0.032 -0.037 -0.022
C -1.814 3.908 2.939 -0.024 0.027 -0.072
N -0.634 -0.485 1.845 -0.149 -0.754 0.097
H -0.611 -3.035 0.327 -0.067 0.109 -0.036
H -2.364 -3.097 0.556 -0.026 -0.086 0.017
H -1.503 -4.226 -1.521 0.021 0.012 -0.034
H -0.558 -5.461 -3.431 0.006 0.022 0.007
H 0.374 -4.235 -5.366 -0.013 0.010 0.010
H 0.348 -1.756 -5.382 -0.003 -0.002 0.020
H -0.562 -0.519 -3.445 0.014 -0.023 0.001
H -3.769 -0.479 0.831 -0.023 0.005 -0.029
H -6.223 -0.348 0.690 0.020 -0.011 0.005
H -7.400 -1.137 -1.345 0.021 -0.001 0.000
H -6.091 -2.058 -3.233 0.014 0.005 0.003
H -3.635 -2.182 -3.102 -0.009 0.007 0.025
H -2.616 -2.765 3.191 0.034 0.041 -0.016
H -1.764 -0.840 4.939 0.025 0.000 -0.037
H 1.095 0.816 3.908 0.060 0.013 -0.002
H -0.391 1.672 4.404 -0.043 0.014 0.043
H 0.273 4.759 0.905 0.019 0.005 -0.013
H 1.894 6.609 1.109 -0.019 -0.015 0.008
H 3.809 6.414 2.667 -0.007 -0.014 -0.004
H 4.109 4.346 3.993 -0.019 -0.014 -0.014
H 2.511 2.489 3.768 0.020 0.021 -0.016
H -2.315 1.323 0.830 -0.017 -0.006 -0.008
H -4.637 2.165 0.966 0.027 -0.015 0.004
H -5.155 4.117 2.403 0.029 -0.006 -0.003
H -3.342 5.216 3.682 0.010 -0.006 -0.014
H -1.025 4.396 3.500 -0.007 0.001 -0.001
C 6.212 1.461 1.354 -0.091 -0.035 0.015
S 5.196 0.281 2.266 -0.014 -0.084 -0.017
C 3.632 0.475 1.475 0.085 0.114 -0.015
S 2.403 -0.635 1.920 0.007 0.393 -0.051
N 3.512 1.458 0.645 -0.228 0.036 0.055
N 2.258 1.521 0.050 0.622 0.014 -0.242
C 2.151 2.575 -0.762 0.178 -0.120 -0.045
C 0.917 2.768 -1.363 -0.182 -0.191 -0.058
C 0.664 3.824 -2.275 -0.010 0.058 -0.039
C -0.570 3.966 -2.826 -0.013 0.073 -0.044
C -1.584 3.049 -2.468 0.021 0.020 -0.013
C -1.289 2.056 -1.579 0.084 0.003 0.203
N -0.071 1.872 -1.004 0.341 0.274 -0.253
H 7.243 1.275 1.656 -0.027 0.023 -0.005
H 5.923 2.483 1.588 0.010 0.011 -0.021
H 6.090 1.290 0.286 0.048 0.020 0.010
H 3.000 3.223 -0.922 0.035 -0.017 0.019
H 1.476 4.499 -2.517 -0.025 -0.045 0.006
H -0.769 4.764 -3.531 -0.014 -0.017 0.012
H -2.581 3.110 -2.883 0.023 0.010 0.011
H -2.059 1.352 -1.306 0.039 -0.094 0.041
O 2.799 -0.586 -1.967 0.015 0.201 -0.092
C 2.080 -1.387 -1.400 -0.404 0.060 0.063
O 0.997 -1.110 -0.722 0.548 -1.023 -0.490
C 2.392 -2.855 -1.497 -0.142 -0.159 0.111
C 3.146 -3.306 -2.567 0.055 -0.133 -0.080
C 3.445 -4.664 -2.731 0.030 0.113 -0.047
C 2.959 -5.518 -1.775 0.063 -0.008 -0.099
O 3.109 -6.882 -1.706 -0.034 -0.166 0.087
C 2.465 -7.287 -0.496 -0.002 0.246 -0.075
O 1.878 -6.136 0.103 0.010 -0.163 -0.001
C 2.223 -5.070 -0.700 -0.054 0.070 0.102
C 1.918 -3.747 -0.524 0.005 0.076 0.033
H 3.503 -2.575 -3.281 -0.011 -0.010 0.026
H 4.037 -5.025 -3.562 -0.041 0.006 0.010
H 3.203 -7.719 0.182 0.076 0.007 0.047
H 1.686 -8.015 -0.728 -0.072 -0.039 -0.032
H 1.365 -3.386 0.334 0.074 -0.022 -0.086
```
Forces are in eV/Å.

Output
Net charge: -1
E_HOMO (spin up / spin down): -0.12581 / -0.12143 hartree
Relative energy (zero: lowest compared OMol25 entry of this formula, charge and spin): 0.000 eV
Expectation value of S²: 0.9358
2S+1: 2
Kohn-Sham gap (spin up / spin down): 6.0 / 5.6 eV

These are the Löwdin partial charges, in e, on atoms 1 to 2:
1 V 0.541
2 C -0.269



The lowest expectation value of S² belongs to which entry? C46H39Cl2N7O3RuTe



What is the formula in the second record? C46H39N4O4P2S2V



Which of these has the highest expectation value of S²? C46H39N4O4P2S2V